1.
ORCA calculation (the ωB97M-V functional and the def2-TZVPD basis) on C60H59AuGe2N3OS4 as an isolated structure.

Values from the calculation:
HOMO-LUMO gap (spin up / spin down): 4.4 / 4.5 eV
total charge: +1
relative energy (zero: lowest compared OMol25 entry of this formula, charge and spin): 2.258 eV
LUMO (spin up / spin down): -0.217 / -0.212 Eh

Geometry as XYZ:
```
130
C60H59AuGe2N3OS4 the ωB97M-V functional and the def2-TZVPD basis
Au -0.15 -0.09 -0.22
C -5.51 -1.03 -8.25
C -5.17 -1.67 -6.94
C -5.93 -1.41 -5.80
C -5.70 -2.08 -4.61
C -6.53 -1.80 -3.40
C -4.68 -3.03 -4.56
C -3.85 -3.26 -5.67
C -2.73 -4.25 -5.64
C -4.11 -2.56 -6.84
C -4.58 -3.90 -3.36
C -5.56 -4.88 -3.22
C -5.54 -5.75 -2.14
C -4.53 -5.64 -1.20
C -3.54 -4.67 -1.33
C -3.58 -3.79 -2.41
Ge -2.16 -2.37 -2.57
S -2.30 -0.97 -0.83
S -0.03 -3.16 -2.82
Ge 0.30 -1.16 -3.87
S 0.93 0.33 -2.32
S -1.94 -0.93 -4.36
C 1.63 -1.07 -5.37
C 2.87 -1.67 -5.18
C 3.82 -1.60 -6.20
C 3.54 -0.93 -7.37
C 2.32 -0.31 -7.54
C 1.34 -0.38 -6.55
C 0.05 0.31 -6.80
C -0.26 1.51 -6.15
C 0.67 2.19 -5.20
C -1.47 2.14 -6.45
C -2.33 1.65 -7.42
C -3.59 2.36 -7.77
C -1.97 0.47 -8.08
C -0.81 -0.21 -7.78
C -0.47 -1.48 -8.50
C 3.25 -2.41 -3.96
C 3.94 -1.77 -2.93
C 4.21 -0.30 -2.95
C 4.45 -2.53 -1.88
C 4.31 -3.91 -1.86
C 4.99 -4.72 -0.80
C 3.60 -4.53 -2.88
C 3.07 -3.81 -3.93
C 2.37 -4.49 -5.06
C -2.48 -4.69 -0.29
C -1.36 -5.50 -0.46
C -1.11 -6.26 -1.73
C -0.48 -5.66 0.61
C -0.69 -5.05 1.83
C 0.22 -5.31 2.99
C -1.81 -4.23 1.97
C -2.72 -4.05 0.94
C -3.98 -3.27 1.15
H -6.36 -0.37 -8.16
H -5.75 -1.81 -8.98
H -4.66 -0.47 -8.64
H -6.74 -0.69 -5.85
H -7.20 -0.96 -3.57
H -5.89 -1.57 -2.55
H -7.14 -2.67 -3.13
H -2.65 -4.75 -4.68
H -1.78 -3.74 -5.85
H -2.87 -5.00 -6.41
H -3.49 -2.74 -7.70
H -6.34 -4.96 -3.97
H -6.30 -6.50 -2.04
H -4.49 -6.31 -0.36
H 4.78 -2.08 -6.05
H 4.29 -0.87 -8.15
H 2.11 0.26 -8.43
H 1.60 1.64 -5.08
H 0.20 2.29 -4.22
H 0.91 3.19 -5.57
H -1.71 3.05 -5.93
H -3.70 3.28 -7.20
H -4.45 1.73 -7.57
H -3.60 2.61 -8.83
H -2.61 0.09 -8.86
H -1.30 -1.80 -9.12
H -0.23 -2.27 -7.79
H 0.40 -1.34 -9.15
H 3.77 0.18 -3.82
H 5.28 -0.12 -2.95
H 3.78 0.17 -2.06
H 5.00 -2.03 -1.10
H 5.38 -4.08 -0.01
H 5.83 -5.26 -1.23
H 4.30 -5.44 -0.37
H 3.50 -5.61 -2.87
H 2.19 -5.54 -4.83
H 2.98 -4.43 -5.96
H 1.42 -4.01 -5.27
H -1.93 -6.16 -2.43
H -0.96 -7.32 -1.50
H -0.20 -5.90 -2.21
H 0.36 -6.32 0.48
H 0.97 -6.05 2.73
H -0.36 -5.67 3.84
H 0.73 -4.40 3.30
H -2.00 -3.74 2.92
H -3.91 -2.67 2.05
H -4.82 -3.95 1.25
H -4.18 -2.61 0.31
C 1.83 5.35 0.59
C 2.90 4.60 1.07
C 2.83 3.23 1.10
C 1.67 2.58 0.64
C 0.59 3.33 0.16
C 0.68 4.71 0.14
N 1.55 1.22 0.69
N 2.46 0.52 1.18
C 2.34 -0.82 1.13
C 3.33 -1.61 1.74
C 3.27 -2.98 1.63
C 2.25 -3.58 0.91
C 1.24 -2.81 0.33
C 1.28 -1.45 0.46
H 1.90 6.43 0.56
H 3.79 5.10 1.43
H 3.64 2.63 1.48
H -0.29 2.82 -0.19
H -0.15 5.30 -0.22
H 4.12 -1.10 2.27
H 4.03 -3.59 2.10
H 2.20 -4.65 0.80
H 0.44 -3.30 -0.20
O -1.61 -0.54 2.17
N -1.02 0.25 1.52
```

Results of the Löwdin charge analysis, in e, for atoms 1 through 8:
1 Au 0.753
2 C -0.041
3 C -0.253
4 C 0.004
5 C -0.212
6 C -0.022
7 C -0.176
8 C -0.255

---

2.
ORCA calculation (the ωB97M-V functional and the def2-TZVPD basis) on a 18-piece molecular cluster, C81H108N18O27 overall.

Values from the calculation:
HOMO-LUMO gap: 8.3 eV
relative energy (zero: lowest compared OMol25 entry of this formula, charge and spin): 0.698 eV
LUMO: -0.027 Eh

Geometry as XYZ:
```
234
C81H108N18O27 the ωB97M-V functional and the def2-TZVPD basis
C -0.84 4.60 3.39
C -1.28 5.78 2.78
C -0.40 6.85 2.48
C 0.93 6.71 2.84
C 1.39 5.54 3.40
C 0.50 4.47 3.61
N 1.94 7.80 2.49
O 3.08 7.59 2.57
O 1.42 8.85 2.26
H -1.51 3.72 3.66
H -2.25 5.84 2.47
H -0.80 7.78 2.24
H 2.50 5.41 3.36
H 0.87 3.57 4.13
C 0.82 -2.08 -6.61
C 0.09 -2.39 -5.43
C 0.08 -3.71 -5.06
C 0.54 -4.68 -5.83
C 1.23 -4.44 -7.04
C 1.43 -3.08 -7.41
N 0.17 -6.01 -5.42
O 0.84 -6.93 -5.84
O -0.81 -6.10 -4.69
H 0.93 -1.07 -6.95
H -0.31 -1.64 -4.80
H -0.44 -3.97 -4.15
H 1.62 -5.23 -7.64
H 1.96 -2.80 -8.26
C 5.93 -6.91 0.76
C 5.04 -6.06 1.35
C 4.94 -4.70 0.96
C 5.64 -4.42 -0.23
C 6.43 -5.30 -0.90
C 6.64 -6.58 -0.36
N 5.72 -3.03 -0.85
O 5.40 -2.10 -0.17
O 6.02 -2.96 -2.03
H 6.02 -8.00 1.08
H 4.53 -6.33 2.26
H 4.35 -3.97 1.54
H 7.01 -5.08 -1.80
H 7.22 -7.25 -0.91
C -0.17 6.35 -0.52
C -0.10 5.07 0.04
C 1.13 4.41 0.19
C 2.27 5.20 0.00
C 2.20 6.48 -0.49
C 1.01 7.07 -0.82
N 3.57 4.55 0.22
O 3.70 3.47 0.74
O 4.56 5.15 -0.12
H -1.20 6.72 -0.80
H -1.00 4.50 0.17
H 1.21 3.35 0.42
H 3.18 6.92 -0.58
H 0.85 8.12 -1.11
C -4.45 -2.96 1.87
C -5.06 -3.10 3.11
C -6.13 -2.31 3.39
C -6.66 -1.43 2.49
C -5.98 -1.20 1.32
C -4.95 -1.98 1.03
N -7.83 -0.66 2.82
O -8.37 -0.77 3.95
O -8.19 0.17 2.03
H -3.78 -3.76 1.56
H -4.70 -3.86 3.80
H -6.64 -2.36 4.34
H -6.18 -0.43 0.63
H -4.51 -1.84 0.02
C -7.42 2.73 -0.72
C -7.81 3.91 -0.11
C -7.12 5.08 -0.27
C -5.84 4.99 -0.82
C -5.35 3.80 -1.36
C -6.21 2.71 -1.39
N -4.94 6.12 -0.76
O -3.88 5.92 -1.31
O -5.20 7.06 -0.09
H -8.12 1.92 -0.86
H -8.71 3.98 0.46
H -7.37 6.07 0.09
H -4.38 3.76 -1.89
H -5.85 1.83 -1.89
C 2.85 -7.14 -1.96
C 3.22 -8.01 -2.99
C 3.84 -7.44 -4.17
C 3.96 -6.08 -4.20
C 3.42 -5.17 -3.25
C 2.86 -5.77 -2.08
N 4.68 -5.47 -5.35
O 5.45 -6.19 -5.95
O 4.38 -4.32 -5.71
H 2.45 -7.48 -1.01
H 3.22 -9.08 -2.83
H 4.31 -8.12 -4.93
H 3.55 -4.13 -3.56
H 2.53 -5.10 -1.37
C -0.11 0.20 2.28
C -0.96 -0.79 1.85
C -0.59 -1.59 0.80
C 0.74 -1.53 0.34
C 1.70 -0.64 0.88
C 1.19 0.31 1.76
N 1.19 -2.58 -0.64
O 0.39 -3.18 -1.31
O 2.37 -2.76 -0.70
H -0.51 0.79 3.09
H -1.86 -1.03 2.34
H -1.28 -2.33 0.41
H 2.72 -0.72 0.65
H 1.81 1.13 2.14
C -2.77 1.64 5.12
C -2.00 1.56 6.25
C -1.87 0.41 6.98
C -2.52 -0.70 6.56
C -3.18 -0.69 5.30
C -3.34 0.49 4.55
N -2.53 -1.92 7.42
O -2.93 -2.93 6.91
O -2.15 -1.82 8.58
H -2.89 2.60 4.62
H -1.44 2.48 6.49
H -1.15 0.42 7.83
H -3.72 -1.52 4.95
H -3.92 0.59 3.54
C 2.24 0.89 -4.40
O 1.19 0.83 -3.73
N 3.11 -0.11 -4.27
C 4.33 -0.04 -5.13
C 2.86 -1.27 -3.46
H 2.49 1.56 -5.19
H 5.17 -0.63 -4.76
H 4.56 0.98 -5.09
H 4.21 -0.26 -6.22
H 2.49 -2.11 -4.04
H 3.71 -1.60 -2.88
H 1.91 -1.03 -2.78
C -3.23 0.68 -2.62
O -4.18 0.00 -2.29
N -2.61 1.47 -1.77
C -1.36 2.04 -2.08
C -2.94 1.48 -0.35
H -2.99 0.71 -3.69
H -0.93 1.76 -3.02
H -0.55 1.73 -1.39
H -1.44 3.12 -2.06
H -2.60 0.52 -0.02
H -2.38 2.31 0.16
H -4.03 1.69 -0.32
C 6.54 1.21 -0.42
O 7.68 1.11 0.05
N 6.30 2.03 -1.45
C 4.91 2.16 -1.89
C 7.16 3.13 -1.76
H 5.70 0.51 -0.22
H 4.26 1.57 -1.30
H 4.83 1.90 -2.88
H 4.60 3.19 -1.66
H 7.63 2.86 -2.68
H 6.46 3.99 -1.87
H 7.89 3.26 -1.02
C -1.38 5.93 -3.66
O -0.85 4.84 -3.72
N -1.01 7.08 -4.29
C -1.94 8.21 -4.30
C 0.02 7.14 -5.35
H -2.28 6.18 -3.14
H -2.36 8.26 -5.27
H -1.45 9.13 -4.00
H -2.70 8.00 -3.56
H 0.23 8.17 -5.51
H 0.74 6.54 -4.91
H -0.25 6.67 -6.33
C -1.32 -5.56 1.34
O -1.26 -4.59 2.12
N -0.26 -6.29 0.98
C -0.43 -7.17 -0.10
C 1.03 -6.16 1.65
H -2.21 -5.79 0.86
H -0.61 -8.23 0.09
H 0.41 -7.22 -0.76
H -1.28 -6.83 -0.73
H 1.02 -5.61 2.59
H 1.49 -7.12 1.75
H 1.65 -5.48 0.96
C 2.35 -2.37 3.69
O 2.51 -3.30 2.92
N 1.26 -2.11 4.39
C 1.17 -0.90 5.20
C 0.23 -3.07 4.64
H 3.24 -1.66 3.72
H 2.05 -0.22 4.97
H 1.27 -1.16 6.24
H 0.23 -0.35 5.09
H 0.50 -3.57 5.60
H -0.71 -2.55 4.81
H 0.18 -3.83 3.87
C 4.07 2.45 3.86
O 2.94 2.11 3.79
N 5.14 1.82 3.26
C 6.46 2.45 3.26
C 5.10 0.50 2.61
H 4.47 3.24 4.49
H 7.24 1.76 3.51
H 6.48 3.26 3.96
H 6.65 2.92 2.27
H 4.41 -0.20 3.04
H 4.90 0.52 1.54
H 6.09 0.08 2.71
C -4.77 3.57 2.16
O -3.79 4.14 1.70
N -5.61 3.89 3.17
C -6.86 3.22 3.41
C -5.54 5.30 3.71
H -5.07 2.58 1.80
H -6.89 2.79 4.37
H -7.00 2.33 2.77
H -7.71 3.81 3.19
H -4.87 5.80 3.00
H -6.50 5.77 3.51
H -5.21 5.41 4.75
C -4.37 -5.74 -1.11
O -4.36 -5.59 0.13
N -3.58 -5.11 -1.97
C -2.66 -4.06 -1.50
C -3.52 -5.47 -3.36
H -5.09 -6.41 -1.55
H -3.19 -3.13 -1.80
H -1.69 -4.21 -2.03
H -2.51 -4.25 -0.43
H -2.59 -5.76 -3.73
H -4.12 -6.41 -3.37
H -3.98 -4.81 -4.12
```

Results of the Löwdin charge analysis, in e, for atoms 1 through 8:
1 C -0.066
2 C -0.061
3 C -0.003
4 C -0.139
5 C -0.012
6 C -0.071
7 N -0.384
8 O 0.109

---

- The lowest relative energy (zero: lowest compared OMol25 entry of this formula, charge and spin) belongs to which entry?
  C81H108N18O27

---

- The lowest relative energy (zero: lowest compared OMol25 entry of this formula, charge and spin) belongs to which entry?
  C81H108N18O27

---

- What is the formula in the first record?
  C60H59AuGe2N3OS4

---

- Among the records above, which one has the lowest relative energy (zero: lowest compared OMol25 entry of this formula, charge and spin)?
  C81H108N18O27